{"formula": "C15H28N3O6S2", "method": "wB97M-V/def2-TZVPD", "elements": ["S", "S", "O", "O", "O", "O", "O", "O", "N", "N", "N", "C", "C", "C", "C", "C", "C", "C", "C", "C", "C", "C", "C", "C", "C", "C", "H", "H", "H", "H", "H", "H", "H", "H", "H", "H", "H", "H", "H", "H", "H", "H", "H", "H", "H", "H", "H", "H", "H", "H", "H", "H", "H", "H"], "xyz": [[0.480, 2.665, 0.883], [-5.582, 1.417, -1.333], [-5.162, 2.101, -2.699], [5.525, 0.153, -1.843], [-1.102, 0.795, -0.323], [-6.970, 1.640, -1.091], [3.923, -1.504, 3.507], [-5.037, 0.090, -1.299], [-2.297, 0.068, 1.367], [2.751, -1.106, 2.859], [-1.490, 1.109, 1.815], [-5.500, 1.420, -3.932], [4.975, 1.026, -0.767], [-6.972, 1.516, -4.273], [2.992, -0.595, 1.468], [3.317, -1.748, 0.522], [5.102, -0.458, -0.690], [1.754, 1.623, 1.652], [1.668, -2.141, 2.949], [3.804, -1.257, -0.838], [1.773, 0.218, 1.035], [2.102, -2.675, 0.449], [-4.653, 2.459, -0.261], [-0.796, 1.491, 0.805], [1.725, -3.190, 1.846], [-2.033, -0.057, 0.116], [-4.948, 3.490, -0.436], [-3.593, 2.317, -0.456], [3.105, -0.589, -1.330], [1.730, 0.301, -0.046], [2.393, -3.550, -0.130], [0.724, -3.611, 1.784], [-2.458, -0.847, -0.478], [2.714, 2.103, 1.484], [-7.150, 1.085, -5.258], [5.840, -0.855, 0.009], [-7.585, 0.978, -3.552], [2.390, -4.011, 2.102], [5.818, 1.686, -0.635], [-4.898, 2.165, 0.757], [3.824, 0.104, 1.522], [4.126, -2.359, 0.941], [4.012, 1.406, -1.084], [0.845, -0.268, 1.333], [4.069, -2.105, -1.467], [0.705, -1.643, 3.005], [2.442, -0.297, 3.401], [1.807, -2.631, 3.908], [1.268, -2.228, -0.088], [4.373, -2.133, 2.921], [1.520, 1.579, 2.716], [-4.903, 1.913, -4.696], [-5.168, 0.382, -3.874], [-7.299, 2.555, -4.274]], "e_homo_ha": -0.4630, "orbital_gap_ha": 0.35603, "charge": 1}

=====

{"formula": "C5H4O2", "method": "wB97M-V/def2-TZVPD", "elements": ["O", "O", "C", "C", "C", "C", "C", "H", "H", "H", "H"], "xyz": [[2.712, -1.257, 0.377], [-0.688, -1.549, -2.117], [2.032, -0.948, -0.478], [-0.882, -1.095, -1.063], [0.183, 1.530, 0.137], [-0.563, 0.596, 0.734], [-1.136, -0.620, 0.147], [-1.845, -1.212, 0.717], [-0.793, 0.713, 1.790], [0.439, 1.493, -0.919], [0.562, 2.374, 0.705]], "e_homo_ha": -0.3130, "orbital_gap_ha": 0.34032}

=====

{"formula": "C19H14BCrF4N2O2S6", "method": "wB97M-V/def2-TZVPD", "elements": ["Cr", "S", "S", "S", "S", "S", "S", "F", "F", "F", "F", "O", "O", "N", "N", "C", "C", "C", "C", "C", "C", "C", "C", "C", "C", "C", "C", "C", "C", "C", "C", "C", "C", "C", "B", "H", "H", "H", "H", "H", "H", "H", "H", "H", "H", "H", "H", "H", "H"], "xyz": [[-0.696, -1.315, -1.544], [-0.164, -3.641, -1.296], [-3.207, -4.410, -4.277], [-1.837, -1.837, -3.479], [1.445, -1.041, -2.271], [-1.723, -6.001, -2.331], [3.102, 1.465, -1.789], [-3.861, -3.423, 0.353], [-2.574, -1.728, -0.546], [-4.409, -1.222, 0.727], [-2.559, -2.133, 1.741], [-3.450, -7.028, -4.047], [-0.189, -0.881, 0.222], [0.491, 1.396, -1.756], [-0.715, 0.782, -2.096], [4.181, 3.146, 3.039], [3.910, 1.443, 0.842], [-0.927, 1.430, 2.906], [-3.113, 0.856, -1.718], [-1.985, 2.196, 0.897], [-1.447, 1.123, 0.201], [-2.067, -3.550, -3.255], [-1.715, 2.370, 2.246], [1.517, 0.656, -1.934], [5.301, 2.741, 2.331], [-2.890, -6.028, -3.652], [3.744, 0.539, -0.346], [2.922, 2.701, 2.647], [-0.410, 0.338, 2.237], [2.788, 1.863, 1.555], [-1.695, 0.862, -1.234], [5.163, 1.893, 1.239], [-0.659, 0.164, 0.867], [-1.377, -4.278, -2.355], [-3.365, -2.155, 0.614], [-0.730, 1.545, 3.966], [4.682, 0.051, -0.606], [4.285, 3.803, 3.895], [1.805, 1.528, 1.243], [6.286, 3.082, 2.629], [-2.130, 3.214, 2.783], [-3.182, 0.429, -2.715], [6.041, 1.572, 0.687], [2.038, 3.007, 3.193], [-3.435, 1.904, -1.762], [-3.761, 0.318, -1.030], [0.171, -0.420, 2.747], [-2.610, 2.909, 0.370], [3.009, -0.240, -0.140]], "e_homo_ha": [-0.0541, -0.0562], "orbital_gap_ha": [0.20650, 0.20862], "spin_multiplicity": 2, "charge": -2}

=====

{"formula": "C27H52P2SiV", "method": "wB97M-V/def2-TZVPD", "elements": ["V", "P", "P", "Si", "C", "C", "C", "C", "C", "C", "C", "C", "C", "C", "C", "C", "C", "C", "C", "C", "C", "C", "C", "C", "C", "C", "C", "C", "C", "C", "C", "H", "H", "H", "H", "H", "H", "H", "H", "H", "H", "H", "H", "H", "H", "H", "H", "H", "H", "H", "H", "H", "H", "H", "H", "H", "H", "H", "H", "H", "H", "H", "H", "H", "H", "H", "H", "H", "H", "H", "H", "H", "H", "H", "H", "H", "H", "H", "H", "H", "H", "H", "H"], "xyz": [[0.257, -0.247, -3.281], [1.551, 1.706, -1.285], [-1.885, 1.274, -1.740], [-2.406, 2.693, 0.070], [3.101, 1.272, -2.183], [-1.181, -1.610, -5.992], [1.034, -0.756, -4.926], [0.569, 2.813, -2.393], [-1.713, 0.845, -5.622], [-0.813, 2.318, -2.870], [2.289, 2.935, -0.144], [0.366, -1.438, -6.059], [3.047, -1.254, 0.050], [0.681, -1.948, -0.859], [-1.687, -0.761, 1.783], [1.072, 0.733, -4.687], [-0.578, -1.998, -0.179], [1.195, -3.115, -1.591], [0.780, -0.632, 1.053], [-1.738, -0.373, -2.519], [-0.563, -1.040, 0.867], [-3.537, 1.328, -2.578], [1.565, -1.184, 0.008], [-0.985, 2.708, 1.275], [-3.981, 1.987, 0.740], [-1.982, -0.472, -5.483], [-2.577, 4.316, -0.817], [1.275, 0.153, 2.200], [-0.685, 1.416, -6.542], [-1.769, -2.822, -0.493], [0.685, 1.688, -5.825], [-1.302, 2.301, 2.247], [-1.613, 4.841, -0.830], [-4.291, 1.093, 0.182], [1.500, 1.601, -6.567], [3.530, -0.296, 0.303], [1.868, -2.895, -2.428], [-0.503, 0.830, -7.468], [-4.066, 2.261, -2.399], [3.291, -1.946, 0.872], [-2.128, -3.373, 0.399], [-2.949, 4.202, -1.844], [-4.739, 2.776, 0.630], [-1.576, 0.216, 2.273], [3.329, 2.142, -2.807], [2.112, 0.811, 1.929], [3.043, 3.479, -0.715], [0.681, -0.934, -6.995], [-3.813, 1.732, 1.796], [-0.989, -1.025, -2.014], [-2.689, -0.978, -2.500], [1.543, 3.619, 0.258], [1.747, -1.351, -4.298], [2.997, 0.367, -2.801], [3.887, 1.075, -1.442], [-1.739, -1.532, 2.575], [-0.734, 3.780, 1.425], [1.229, 2.971, -3.268], [0.376, 3.740, -1.824], [1.751, -3.747, -0.876], [1.659, -0.544, 2.963], [3.511, -1.678, -0.852], [-2.604, -2.168, -0.807], [-1.580, -3.566, -1.283], [-1.508, -2.433, -5.325], [0.745, -2.478, -6.011], [0.698, 2.748, -5.502], [-1.457, 3.194, -3.006], [-1.036, 2.395, -6.928], [-2.468, 1.555, -5.252], [-4.111, 0.457, -2.194], [-0.082, 2.159, 0.929], [-3.347, 1.162, -3.640], [-0.788, 1.862, -3.886], [-1.442, -1.901, -7.029], [-2.966, -0.743, -5.083], [-1.458, -0.340, -3.661], [-3.292, 4.845, -0.171], [-2.661, -0.779, 1.267], [2.747, 2.353, 0.656], [0.360, -3.691, -1.999], [2.065, 1.154, -4.355], [0.490, 0.755, 2.670]], "e_homo_ha": [-0.3065, -0.3059], "orbital_gap_ha": [0.18870, 0.17880], "spin_multiplicity": 3, "charge": 1}